Entry 1:
{
  "formula": "C2H4O2S2",
  "method": "ωB97M-V with the def2-TZVPD basis set",
  "elements": ["C", "C", "O", "O", "S", "S", "H", "H", "H", "H"],
  "coordinates": [[0.20250, 0.34239, -0.34625], [-1.12970, 0.56422, -0.57554], [2.87799, -1.60612, -0.71390], [3.21630, 1.39626, -0.29416], [3.90821, -1.35530, 0.28074], [4.16541, 0.65302, 0.53659], [0.85028, 1.05234, 0.35155], [0.86325, -0.36132, -0.93783], [-1.81068, -0.21056, -0.87060], [-1.60694, 1.41762, -0.14837]],
  "forces_ev_per_angstrom": [[0.4, 1.5, -0.2], [2.5, -0.8, 1.5], [-0.5, -0.2, -0.5], [0.0, 0.1, -0.1], [0.6, 0.8, 0.5], [0.0, -0.8, 0.1], [-1.6, -1.2, -1.8], [-1.3, 0.3, 1.2], [0.1, -0.2, -1.1], [-0.2, 0.5, 0.5]],
  "orbital_gap_ha": [0.27695, 0.27712],
  "homo_ev": [-9.385, -9.383],
  "de_lowest_kj_mol": 343.2,
  "fmax_ha_per_bohr": 0.059
}


Entry 2:
{
  "formula": "C2H4O2S2",
  "method": "ωB97M-V with the def2-TZVPD basis set",
  "elements": ["O", "S", "O", "C", "C", "S", "H", "H", "H", "H"],
  "coordinates": [[2.85091, -0.47055, 0.80152], [1.73589, -0.10703, 0.00285], [1.61752, 1.17174, -0.74751], [0.24658, -0.74442, 0.36357], [-0.95158, -0.19685, -0.46151], [-2.20679, 0.59435, 0.78353], [0.30201, -1.63749, 0.85018], [-0.40444, 0.49319, -1.11647], [-1.54334, -0.97148, -1.06764], [-1.64676, 1.86853, 0.59147]],
  "forces_ev_per_angstrom": [[1.0, -0.3, 0.1], [-3.6, 2.4, -0.6], [1.0, -2.3, 1.1], [0.4, 2.6, -2.7], [0.2, -1.2, 0.9], [1.9, 1.0, -1.7], [-0.1, -2.3, 1.4], [-1.3, 0.3, 0.0], [1.1, 1.1, 1.1], [-0.7, -1.3, 0.4]],
  "orbital_gap_ha": [0.31086, 0.31084],
  "homo_ev": [-9.465, -9.465],
  "de_lowest_kj_mol": 297.0,
  "fmax_ha_per_bohr": 0.085,
  "smiles": "O=S(=O)=CCS"
}


Entry 3:
{
  "formula": "C2H4O3",
  "method": "ωB97M-V with the def2-TZVPD basis set",
  "elements": ["O", "C", "H", "H", "O", "C", "O", "H", "H"],
  "coordinates": [[0.30569, 1.19580, 0.43009], [0.62147, 1.41088, 1.65313], [1.51602, 1.97637, 1.98171], [0.02132, 0.94590, 2.47561], [-0.18020, -1.87211, -0.20954], [-0.45033, -1.49237, -1.30965], [-0.65988, -0.28418, -1.82124], [-0.54012, -2.27681, -2.09167], [-0.63396, 0.39651, -1.10843]],
  "forces_ev_per_angstrom": [[-0.2, 0.1, -1.4], [-0.4, -0.1, 1.4], [-0.1, -0.1, -0.3], [0.4, 0.2, -0.3], [-0.1, 0.6, 0.6], [0.1, -1.1, -0.8], [-0.3, -0.1, 0.5], [-0.1, 0.5, -0.4], [0.7, 0.1, 0.7]],
  "s2": 0.753,
  "charge": -1,
  "orbital_gap_ha": [0.13800, 0.25877],
  "homo_ev": [0.242, -3.073],
  "multiplicity": 2,
  "de_lowest_kj_mol": 17.3,
  "fmax_ha_per_bohr": 0.028
}


Entry 4:
{
  "formula": "C2H4O3",
  "method": "ωB97M-V with the def2-TZVPD basis set",
  "elements": ["C", "C", "O", "O", "O", "H", "H", "H", "H"],
  "coordinates": [[0.94523, -1.35328, 0.84949], [-0.67696, -0.08856, -0.45171], [0.45091, -0.58963, -0.05767], [-0.16918, 2.19037, -0.46992], [-0.59391, 0.97882, -1.30072], [1.90390, -1.81631, 0.75170], [0.18040, -1.83800, 1.61646], [-1.61850, -0.30130, 0.21895], [-0.42189, 2.81789, -1.15659]],
  "forces_ev_per_angstrom": [[-3.1, -2.0, 3.0], [-2.5, 0.9, 0.5], [1.8, 0.7, -1.5], [-0.1, 0.0, -0.2], [0.0, -2.3, 1.6], [0.4, 0.4, -0.5], [1.6, 1.1, -1.6], [1.8, 0.7, -1.4], [0.1, 0.5, 0.1]],
  "orbital_gap_ha": [0.29330, 0.30511],
  "homo_ev": [-8.079, -8.090],
  "de_lowest_kj_mol": 704.5,
  "fmax_ha_per_bohr": 0.092
}


Entry 5:
{
  "formula": "C2H4O3P",
  "method": "ωB97M-V with the def2-TZVPD basis set",
  "elements": ["C", "C", "O", "P", "O", "O", "H", "H", "H", "H"],
  "coordinates": [[-0.32636, 0.09113, 1.95506], [-0.65128, -0.70597, 0.52935], [0.20929, -1.41265, 0.04926], [-2.00617, 0.39567, -0.41485], [-3.03535, 0.59802, 0.56940], [-2.64926, -0.96818, -1.28523], [0.27518, 1.04763, 1.81655], [0.22853, -0.58768, 2.60922], [-1.24419, 0.27229, 2.49989], [-2.94201, -0.42981, -2.03947]],
  "forces_ev_per_angstrom": [[0.4, -0.9, -0.6], [1.2, 2.7, 0.5], [-0.5, -0.3, 0.5], [2.6, -2.8, -2.2], [-3.1, 1.7, 3.5], [0.5, 1.2, -0.9], [-0.9, -1.2, -0.1], [0.4, 0.0, -0.2], [-0.3, 0.5, -0.2], [-0.2, -0.9, -0.2]],
  "charge": -1,
  "orbital_gap_ha": 0.26341,
  "homo_ev": -2.883,
  "de_lowest_kj_mol": 193.6,
  "fmax_ha_per_bohr": 0.097,
  "smiles": "CC(=O)P([O-])O"
}


Entry 6:
{
  "formula": "C2H4O3PS",
  "method": "ωB97M-V with the def2-TZVPD basis set",
  "elements": ["C", "C", "O", "O", "O", "P", "S", "H", "H", "H", "H"],
  "coordinates": [[0.64365, 0.32186, -0.15500], [0.00836, -0.75004, 0.27436], [-2.56409, 1.29282, -1.27916], [0.15686, 1.45241, -0.60475], [-3.24573, 1.12643, 1.27763], [-3.15932, 0.50833, -0.12623], [-4.02685, -1.18376, -0.50808], [1.70534, 0.40860, -0.08207], [-0.98412, -0.75514, 0.06144], [0.53916, -1.66667, 0.59836], [-0.72841, 1.47970, -0.33082]],
  "forces_ev_per_angstrom": [[2.0, -0.8, 0.9], [2.4, -0.8, 0.1], [-0.3, -0.9, 1.7], [1.3, 1.1, -0.6], [0.5, -1.3, -2.7], [-0.8, 2.3, 1.1], [0.2, -0.1, 0.1], [0.9, -0.3, -0.1], [-2.9, -0.7, -0.1], [-0.5, 0.9, -0.2], [-2.8, 0.6, -0.2]],
  "charge": -1,
  "orbital_gap_ha": 0.30683,
  "homo_ev": -4.768,
  "de_lowest_kj_mol": 37.1,
  "fmax_ha_per_bohr": 0.059
}